Record 1
One molecule with the formula C14H18BrN5O3 at a distorted geometry. Source: the OMol25 dataset; level of theory: ωB97M-V with the def2-TZVPD basis set.

Computed properties:
- F_max (Eh/bohr) = 0.0262
- Kohn-Sham gap (eV) = 8.99
- M (u) = 384.23
- LUMO level (eV) = 0.12
- energy above the lowest of the compared OMol25 structures with the same formula, charge and spin (eV) = 0.019

Each line ends with the Löwdin charge.
CARTESIAN COORDINATES (ANGSTROEM)
C -2.71357 4.16846 -2.67234  -0.047
C -2.56620 2.71031 -2.44349  -0.382
N -2.02718 1.88944 -3.32303  0.130
N -2.07281 0.66182 -2.79611  -0.130
C -2.62580 0.65361 -1.56132  -0.313
C -2.95819 1.97111 -1.31058  -0.606
Br -3.77086 2.64151 0.25341  0.743
C -2.80889 -0.56342 -0.73653  -0.019
H -1.84398 -0.98661 -0.45831  0.072
H -3.37243 -1.31993 -1.28286  0.087
H -3.35264 -0.31075 0.17036  0.063
C -1.46057 -0.43133 -3.49240  -0.046
C -0.14734 -0.78545 -2.88100  -0.302
N 0.73961 -1.57857 -3.41952  0.144
O 1.75663 -1.63318 -2.53074  0.085
C 1.41914 -0.86127 -1.50529  -0.214
N 0.24587 -0.31205 -1.67001  0.212
C 2.26023 -0.70211 -0.28399  -0.412
O 3.26095 -1.35186 -0.07894  0.098
N 1.76743 0.26581 0.51583  0.087
H 0.86177 0.64302 0.27227  0.136
C 2.19576 0.37232 1.88625  -0.105
H 2.20731 1.41998 2.19176  0.131
H 3.20457 -0.04148 1.93517  0.129
C 1.24657 -0.43825 2.80516  -0.326
H 0.27919 0.07152 2.86145  0.150
O 0.99762 -1.71615 2.27182  -0.103
C 2.04510 -2.58700 2.67881  -0.176
C 2.69477 -1.96850 3.93182  -0.139
H 2.64634 -2.64448 4.78251  0.106
H 3.74107 -1.73500 3.74129  0.108
C 1.88081 -0.69191 4.17613  -0.123
H 2.49192 0.14430 4.50728  0.114
H 1.09711 -0.87065 4.91182  0.115
H 2.77168 -2.69353 1.86465  0.106
H 1.58932 -3.56014 2.87416  0.120
H -1.30806 -0.12244 -4.52941  0.139
H -2.11384 -1.31092 -3.47734  0.137
H -2.28789 4.42872 -3.63642  0.077
H -3.76648 4.44849 -2.65481  0.079
H -2.20402 4.72657 -1.88753  0.077

***

Record 2
A 15-piece molecular cluster, C52H104O22S7 overall at a distorted geometry. Source: the OMol25 dataset; level of theory: ωB97M-V with the def2-TZVPD basis set.

Computed properties:
- F_max (Eh/bohr) = 0.0875
- Kohn-Sham gap (eV) = 9.74
- M (u) = 1305.85
- LUMO level (eV) = 0.30

Each line ends with the Löwdin charge.
CARTESIAN COORDINATES (ANGSTROEM)
C -4.76953 0.16062 -0.05692  -0.217
C -4.22413 -1.25393 0.12803  -0.187
C -5.27202 -2.15832 -0.61429  -0.219
S -5.53854 -1.34983 -2.12065  0.689
O -6.96234 -1.28344 -2.40532  -0.324
O -4.69889 -1.87397 -3.22142  -0.331
C -5.05711 0.21822 -1.53550  -0.263
H -4.10137 0.88694 0.34126  0.082
H -5.73221 0.24526 0.44687  0.115
H -4.16226 -1.56305 1.18212  0.116
H -3.18420 -1.42297 -0.28441  0.105
H -6.23430 -2.09839 -0.10035  0.113
H -4.97382 -3.19663 -0.76568  0.113
H -5.71411 1.01378 -1.94612  0.113
H -4.11045 0.51127 -2.05462  0.111
C 5.45890 -3.84576 3.40613  -0.155
C 5.17456 -4.95899 2.31269  -0.196
C 3.74205 -5.49409 2.31109  -0.231
S 2.78388 -4.11662 2.83068  0.680
O 1.68156 -4.54113 3.70123  -0.339
O 2.53707 -3.21797 1.74707  -0.315
C 4.06496 -3.43169 3.94915  -0.199
H 5.97117 -2.96243 2.99606  0.107
H 6.02153 -4.33738 4.18705  0.099
H 5.91137 -5.75232 2.35293  0.112
H 5.28707 -4.50813 1.32530  0.089
H 3.61946 -6.34032 2.95413  0.105
H 3.49057 -5.73894 1.29034  0.078
H 3.74976 -3.91578 4.85415  0.094
H 3.87224 -2.37306 3.98198  0.064
C -5.82607 2.97825 2.11257  -0.194
C -5.40981 1.99473 3.22407  -0.200
C -3.88527 2.08058 3.43389  -0.203
S -3.42160 3.70615 2.86423  0.601
O -2.49421 3.62564 1.79627  -0.304
O -3.02435 4.50821 3.97386  -0.299
C -4.95990 4.20954 2.32400  -0.251
H -6.91648 3.17463 2.03025  0.131
H -5.58392 2.49416 1.13973  0.091
H -5.68065 1.00867 2.94970  0.085
H -5.99921 2.18975 4.15943  0.132
H -3.36729 1.42463 2.70598  0.095
H -3.51057 1.86730 4.42663  0.094
H -4.83490 4.89588 1.49656  0.094
H -5.30572 4.77912 3.20119  0.122
C -2.23334 3.45669 -1.80078  -0.225
C -3.70583 3.59456 -1.53186  -0.225
C -3.87982 5.06618 -1.15044  -0.229
S -2.87310 5.94273 -2.32026  0.647
O -2.01095 6.91842 -1.67631  -0.334
O -3.67339 6.38593 -3.41231  -0.310
C -1.86546 4.54322 -2.82145  -0.205
H -1.97006 2.44537 -2.20138  0.116
H -1.71584 3.58146 -0.82991  0.107
H -4.11072 2.98026 -0.73055  0.086
H -4.30184 3.24045 -2.39828  0.115
H -3.42268 5.20292 -0.15756  0.088
H -4.87503 5.52997 -1.25854  0.118
H -0.81394 4.82081 -2.81492  0.097
H -2.21913 4.23823 -3.82634  0.117
C 0.86789 -0.64719 -3.95763  -0.220
C 0.94376 -1.36889 -5.27901  -0.202
C 2.17049 -0.71319 -6.07001  -0.195
S 2.13561 1.00991 -5.60016  0.614
O 1.53249 1.78501 -6.62366  -0.300
O 3.44911 1.27346 -5.11557  -0.311
C 0.96254 0.83918 -4.33151  -0.241
H 1.77381 -0.91500 -3.36417  0.111
H -0.05002 -0.83086 -3.37996  0.098
H 0.01650 -1.29604 -5.83521  0.101
H 1.17273 -2.46330 -5.16892  0.125
H 2.10243 -0.84829 -7.13606  0.093
H 3.17154 -1.09848 -5.78535  0.096
H 0.00682 1.19770 -4.78944  0.121
H 1.21811 1.55317 -3.51055  0.104
C 1.48251 2.86584 6.72633  -0.205
C 1.74083 3.91191 5.59294  -0.172
C 0.47513 3.68423 4.64774  -0.201
S 0.35615 1.90338 4.46980  0.674
O 1.16536 1.44306 3.37288  -0.325
O -1.03725 1.47431 4.52009  -0.337
C 1.18645 1.51899 6.04213  -0.209
H 0.68566 3.26062 7.36409  0.114
H 2.41958 2.73965 7.31106  0.117
H 2.67106 3.67625 5.05409  0.109
H 1.76558 4.98114 5.87243  0.119
H 0.77114 4.07695 3.65016  0.091
H -0.48806 3.95315 5.07238  0.094
H 2.09534 1.00202 5.75485  0.084
H 0.56317 0.86765 6.60264  0.084
C 3.87833 -2.09385 -1.46139  -0.203
C 4.57211 -2.32722 -2.81998  -0.184
C 4.91019 -3.79913 -2.81538  -0.210
S 3.56218 -4.59743 -1.95083  0.641
O 4.11736 -5.24972 -0.82579  -0.310
O 2.70227 -5.34865 -2.83845  -0.310
C 2.84286 -3.16393 -1.35681  -0.284
H 3.39784 -1.10850 -1.33985  0.089
H 4.59523 -2.24456 -0.65278  0.122
H 5.49918 -1.74207 -2.91355  0.123
H 3.88741 -2.02242 -3.63350  0.108
H 5.74266 -4.07384 -2.17789  0.107
H 4.92859 -4.26591 -3.77665  0.097
H 2.49231 -3.41249 -0.36899  0.072
H 1.92958 -3.02265 -1.96136  0.091
C -0.71678 1.04917 0.94826  -0.001
C -0.55815 0.15828 -0.26372  -0.453
O -1.37314 0.08449 -1.14930  0.050
C 0.68298 -0.73995 -0.21703  -0.005
H -0.48046 0.48797 1.83314  0.034
H -1.65268 1.63378 0.92300  0.062
H 0.05830 1.80283 1.04860  0.081
H 1.41153 -0.07018 -0.76208  0.096
H 0.63848 -1.66399 -0.81919  0.053
H 1.04082 -0.96709 0.76764  0.050
C -4.07872 0.03993 -5.40409  -0.040
C -5.28251 0.67375 -4.86744  -0.548
O -5.20155 1.57115 -4.06058  0.034
C -6.59699 0.11775 -5.31552  -0.013
H -3.78893 0.59369 -6.31418  0.101
H -4.27184 -1.00764 -5.71372  0.091
H -3.28015 0.13358 -4.60874  0.103
H -6.62519 -0.15517 -6.36520  0.083
H -7.32565 0.93661 -5.10574  0.103
H -6.89714 -0.72147 -4.65843  0.074
C -1.41292 -3.49835 0.56799  -0.031
C -1.99366 -4.47866 1.47074  -0.526
O -2.97082 -4.21617 2.10335  0.078
C -1.35005 -5.86265 1.53297  0.005
H -0.38713 -3.75015 0.27008  0.090
H -1.42617 -2.53111 1.04874  0.075
H -1.99230 -3.43925 -0.33524  0.080
H -0.29082 -5.83017 1.71442  0.062
H -1.44512 -6.23765 0.49098  0.086
H -1.85009 -6.49615 2.26660  0.087
C 3.65047 0.16804 1.37830  0.000
C 4.53999 1.09107 2.21257  -0.458
O 5.01268 2.08553 1.69352  0.052
C 4.75716 0.71304 3.64442  -0.006
H 3.76237 -0.89115 1.57677  0.065
H 3.76811 0.48612 0.33898  0.053
H 2.60845 0.44836 1.67249  0.080
H 5.09939 1.55732 4.22352  0.082
H 5.51191 -0.07489 3.67823  0.087
H 3.85327 0.36137 4.10428  0.055
C 5.55856 2.15660 -1.62095  -0.009
C 4.11902 2.27119 -2.14686  -0.534
O 3.30783 1.45685 -1.83873  0.045
C 3.73294 3.47766 -2.94897  -0.029
H 5.55889 2.57317 -0.60666  0.056
H 6.37311 2.62575 -2.20707  0.089
H 5.82625 1.08294 -1.46599  0.090
H 4.31274 4.35550 -2.46244  0.103
H 2.63109 3.62486 -2.95508  0.090
H 4.05640 3.23656 -3.96353  0.072
C 3.72283 4.99621 0.08149  -0.031
C 2.59477 4.77233 0.97425  -0.454
O 2.66924 4.57302 2.19102  0.048
C 1.22473 4.72614 0.23389  0.004
H 4.65815 5.28887 0.55392  0.101
H 3.49880 5.64867 -0.76843  0.092
H 3.90650 3.95522 -0.24033  0.071
H 1.25939 3.94518 -0.53054  0.076
H 1.03674 5.67529 -0.28014  0.092
H 0.46265 4.52254 0.93713  0.051
C -1.09049 -5.31866 -2.67275  -0.009
C -1.04325 -3.82617 -3.01007  -0.469
O -0.44477 -3.00120 -2.40446  0.049
C -1.92264 -3.41405 -4.21271  0.011
H -0.92442 -5.94642 -3.53110  0.078
H -2.13463 -5.54572 -2.51904  0.080
H -0.45869 -5.54863 -1.77242  0.092
H -2.11351 -4.33867 -4.78043  0.082
H -1.32241 -2.82436 -4.89999  0.054
H -2.82026 -2.86534 -3.89475  0.061
C -0.25801 -1.75290 3.56999  -0.023
C 0.53332 -1.94026 4.82670  -0.438
O 1.75232 -1.55625 4.83445  -0.018
C -0.17736 -2.39307 6.07459  -0.007
H -1.31713 -1.54313 3.71526  0.095
H -0.20459 -2.70834 3.04006  0.069
H 0.20575 -1.01309 2.87323  0.068
H 0.54769 -2.47151 6.91807  0.101
H -0.61047 -3.37980 5.82003  0.101
H -0.97851 -1.68837 6.22645  0.079

***

Record 3
An isolated ion of composition C5H5N2O3 and charge -1 at a distorted geometry. Source: the OMol25 dataset; level of theory: ωB97M-V with the def2-TZVPD basis set.

Computed properties:
- F_max (Eh/bohr) = 0.1264
- Kohn-Sham gap (alpha / beta) (eV) = 5.26 / 6.34
- <S²> = 2.010
- charge = -1
- M (u) = 141.11
- spin multiplicity = 3
- LUMO level (alpha / beta) (eV) = 3.77 / 1.38
- energy above the lowest of the compared OMol25 structures with the same formula, charge and spin (eV) = 0.000

Each line ends with the Löwdin charge.
CARTESIAN COORDINATES (ANGSTROEM)
C -1.01085 -1.41585 -0.99503  -0.038
C -2.03498 -0.61987 -1.60791  -0.402
C 0.20530 -0.96331 -0.65382  -0.194
C 0.65937 0.39974 2.22489  -0.712
C 1.28454 1.16482 -0.17360  -0.232
N 0.77285 0.23346 -0.87754  0.127
N 1.11702 1.36755 1.12458  0.091
O 0.45419 0.99584 3.29605  -0.058
O 0.72327 -0.79573 1.94371  -0.015
O -1.94595 0.55754 -1.87603  -0.046
H -1.15092 -2.40866 -0.92517  0.067
H -3.03585 -1.10206 -1.90992  0.089
H 0.73162 -1.80022 -0.35940  0.078
H 1.94986 2.04086 -0.51217  0.141
H 1.28054 2.34589 1.30135  0.106

***

Record 4
One molecule with the formula C2H7Cl4NSi2 at a distorted geometry. Source: the OMol25 dataset; level of theory: ωB97M-V with the def2-TZVPD basis set.

Computed properties:
- F_max (Eh/bohr) = 0.0806
- Kohn-Sham gap (alpha / beta) (eV) = 3.83 / 7.49
- <S²> = 2.004
- M (u) = 243.07
- spin multiplicity = 3
- LUMO level (alpha / beta) (eV) = 0.53 / -3.91

Each line ends with the Löwdin charge.
CARTESIAN COORDINATES (ANGSTROEM)
C 1.94584 -0.20387 1.95091  -0.267
C -1.97268 -0.66637 -1.90408  -0.203
N -0.10494 0.92320 -0.15757  -0.061
Si 1.73882 0.26496 0.23947  -0.424
Si -1.66895 0.26054 -0.28058  -0.405
Cl 2.81357 1.96428 -0.28542  0.242
Cl 1.97353 -1.13062 -1.13065  0.374
Cl -1.90350 -1.06346 1.24854  0.370
Cl -2.88078 1.90884 0.00559  0.284
H 1.10147 -0.20302 2.55165  0.001
H 2.19312 -1.29851 1.92813  0.053
H 2.77150 0.20546 2.35900  -0.013
H -1.23029 -0.50744 -2.62682  0.007
H -1.96357 -1.74833 -1.59766  0.045
H -2.85226 -0.58670 -2.42929  -0.001
H 0.03912 1.88104 0.12876  -0.002

***

Record 5
A 4-piece molecular cluster, C3H17N2O3 overall at a distorted geometry. Source: the OMol25 dataset; level of theory: ωB97M-V with the def2-TZVPD basis set.

Computed properties:
- F_max (Eh/bohr) = 0.0749
- Kohn-Sham gap (eV) = 10.88
- charge = +1
- M (u) = 129.18
- LUMO level (eV) = -2.57
- energy above the lowest of the compared OMol25 structures with the same formula, charge and spin (eV) = 1.810

Each line ends with the Löwdin charge.
CARTESIAN COORDINATES (ANGSTROEM)
C -1.59018 -0.67611 -0.98248  -0.256
N -1.94223 0.33295 0.04802  0.019
C -0.16347 -1.02313 -1.07874  -0.119
N 0.35519 -0.82378 0.34536  -0.051
C 0.32442 -2.01770 1.28761  0.041
H -1.82863 -0.33918 -2.02031  0.132
H -2.24945 -1.56012 -0.89951  0.130
H -1.68579 1.29538 -0.18500  0.051
H -2.91156 0.15587 0.34741  0.106
H 0.26382 -0.19691 -1.62495  0.129
H 0.02068 -2.00706 -1.42440  0.127
H 1.36809 -0.46898 0.35943  0.132
H -0.24484 -0.15640 0.79847  0.080
H -0.35169 -2.65147 0.76728  0.089
H 0.20384 -1.50213 2.22160  0.103
H 1.32649 -2.47240 1.31350  0.103
H 1.85535 2.13330 1.36621  0.079
H 0.75554 2.64562 0.39511  0.019
O 1.31330 1.88231 0.58024  -0.059
H -2.05666 2.96079 0.85503  0.077
H -1.64603 4.30161 0.28327  0.063
O -1.51090 3.35694 0.11513  -0.078
H 3.74509 -1.76909 -0.71360  0.078
H 3.50879 -0.41843 -1.44576  0.087
O 3.14083 -0.98188 -0.70896  -0.081

***

Record 6
An isolated ion of composition C4H11N2 and charge +1 at a distorted geometry. Source: the OMol25 dataset; level of theory: ωB97M-V with the def2-TZVPD basis set.

Computed properties:
- F_max (Eh/bohr) = 0.1070
- Kohn-Sham gap (alpha / beta) (eV) = 9.00 / 9.22
- charge = +1
- M (u) = 87.15
- LUMO level (alpha / beta) (eV) = -5.33 / -5.34
- energy above the lowest of the compared OMol25 structures with the same formula, charge and spin (eV) = 5.552

Each line ends with the Löwdin charge.
CARTESIAN COORDINATES (ANGSTROEM)
C 1.18376 0.75172 0.65638  0.193
C -0.08736 0.49241 0.03583  -0.622
C -1.18379 1.49166 -0.05777  -0.006
C -0.11897 -1.89604 0.85679  -0.077
N -0.63300 -0.55033 0.72682  0.100
N 0.35696 -0.06009 -1.55009  0.259
H 1.96116 -0.05337 0.56007  0.115
H 1.24067 1.35083 1.55338  0.105
H -1.83514 1.38275 -0.87741  0.080
H -0.65127 2.48011 -0.30803  0.128
H -1.69306 1.71416 0.81636  0.078
H 0.48762 -2.20742 -0.00719  0.083
H 0.42358 -1.95199 1.75256  0.077
H -1.06175 -2.52160 0.95473  0.129
H 0.63766 0.76710 -2.01384  0.135
H -0.20486 -0.78801 -1.96359  0.155
H 1.17780 -0.40189 -1.13501  0.069